Formula: C6H23NO6
Source: the OMol25 dataset
Level of theory: the ωB97M-V functional and the def2-TZVPD basis

Values from the calculation:
Structure (SMILES) = C=N/C=C/CCC.O.O.O.O.O.O
F_max = 7.6 eV Å⁻¹
Total energy = -748.43082 Ha
E_HOMO = -8.477 eV
Energy above the lowest of the compared OMol25 structures with the same formula, charge and spin = 126.29 kcal per mole
HOMO-LUMO gap = 8.440 eV

Geometry as ORCA input:
```
! RIJCOSX wB97M-V def2-TZVPD def2/J DEFGRID3
* xyz 0 1
C 0.60 -0.61 2.31
C 2.08 -0.29 2.53
C 2.37 1.21 2.36
C 1.65 1.71 1.13
C 0.63 2.58 1.01
N -0.20 2.76 -0.08
C -0.62 3.94 -0.45
H 0.22 -1.30 3.13
H 0.05 0.33 2.34
H 0.43 -1.08 1.30
H 2.39 -0.72 3.55
H 2.88 -0.84 1.86
H 2.17 1.76 3.31
H 3.42 1.36 2.01
H 2.11 1.36 0.22
H 0.35 3.27 1.95
H -0.04 4.75 -0.15
H -1.21 4.16 -1.39
H -2.44 -2.31 0.62
H -2.40 -2.65 2.14
O -2.59 -2.03 1.55
H 0.05 0.26 -1.02
H 1.11 1.44 -1.66
O 0.98 0.50 -1.35
H -0.66 -2.09 -4.16
H 0.11 -0.91 -3.75
O -0.01 -1.53 -4.41
H -2.23 0.78 -3.73
H -2.31 -0.73 -3.33
O -1.76 0.08 -3.27
H -2.81 -3.00 -1.33
H -2.45 -1.40 -1.45
O -2.23 -2.32 -1.80
H -0.11 -3.29 -0.61
H 0.20 -2.12 0.29
O 0.29 -3.04 0.34
*
```